A molecular structure, C20H21F8FeN3O5S2. Source: OMol25; level of theory: ωB97M-V/def2-TZVPD.

Frontier orbital gap (spin up / spin down), hartree: 0.1961 / 0.1885
HOMO level (spin up / spin down), eV: -1.507 / -1.300
<S²>: 6.012

Geometry as ORCA input:
```
! RIJCOSX wB97M-V def2-TZVPD def2/J DEFGRID3
* xyz -2 5
Fe -1.0823 0.9755 -2.1730
O -2.8243 4.3737 -2.2987
S -1.6262 3.5955 -1.9673
O -0.5873 4.4444 -1.3779
O -1.0195 2.8652 -3.1451
O -1.9337 2.4505 -1.0549
F 0.4355 -1.5486 2.5000
C 0.6712 -1.3181 1.1569
C -0.0964 -0.4621 0.4467
C 0.1515 -0.2455 -0.9139
C 1.1690 -0.9540 -1.5401
C 1.8812 -1.8589 -0.7786
F 2.8656 -2.5938 -1.3945
C 1.6994 -2.1084 0.5666
C 1.4137 -0.7160 -2.9921
C 1.8924 -1.6706 -3.9156
C 1.8702 -1.3345 -5.2408
C 1.6445 -0.0474 -5.6248
C 1.2288 0.8494 -4.6618
N 1.0537 0.5031 -3.4076
H -0.8826 0.0810 0.9494
H 2.3149 -2.8085 1.1846
H 2.0545 -2.6733 -3.5724
H 2.0453 -2.1135 -5.9711
H 1.5935 0.2315 -6.6547
H 0.9488 1.8726 -4.8146
C 2.8887 1.8436 7.2436
C 2.7264 0.7927 6.1659
N 2.3282 1.3723 4.8724
C 1.1621 2.1193 4.8446
S 1.1171 3.5954 4.1782
N 0.0480 1.6005 5.4039
C -0.3516 0.1819 5.1712
C -1.0543 -0.4681 6.3546
H 3.2837 1.3299 8.1343
H 1.9326 2.2448 7.4184
H 3.5816 2.6175 6.8729
H 2.0032 0.0568 6.5051
H 3.6775 0.2638 5.9908
H 3.0192 1.9479 4.4351
H -0.7025 2.2620 5.3104
H 0.5816 -0.3442 4.9053
H -0.9447 0.0425 4.2343
H -0.5211 -0.4033 7.2951
H -1.2128 -1.5140 6.0653
H -2.0225 0.0034 6.5001
C -2.1627 -0.6202 -5.4986
C -2.5132 -1.1759 -4.0819
O -1.8029 -0.6178 -3.0710
C -2.2098 -2.6635 -4.0072
F -2.3812 -3.1075 -2.7944
F -0.9016 -2.8494 -4.3485
F -2.8925 -3.4607 -4.8508
C -3.9786 -0.9063 -3.7825
F -4.3570 0.3729 -3.9104
F -4.3852 -1.3683 -2.6072
F -4.6775 -1.4991 -4.7694
H -1.1057 -0.7931 -5.6216
H -2.3742 0.4233 -5.5539
H -2.6798 -1.0683 -6.3085
*
```

---

A single C20H21FN2O2 molecule. Source: OMol25; level of theory: ωB97M-V/def2-TZVPD.

Frontier orbital gap, hartree: 0.3174
HOMO level, eV: -8.166
Structure (SMILES): CCC(=O)c1ccc(N2CCN(C(=O)c3ccccc3)CC2)c(F)c1

Geometry as ORCA input:
```
! RIJCOSX wB97M-V def2-TZVPD def2/J DEFGRID3
* xyz 0 1
C -2.0015 1.9692 5.4412
C -1.5094 1.7964 4.0105
C -0.1380 1.1492 3.9645
O 0.4576 0.8389 4.9730
C 0.4461 0.9138 2.6238
C -0.1504 1.2900 1.4225
C 0.4604 1.0357 0.2132
C 1.7009 0.3901 0.1211
N 2.3621 0.1768 -1.0756
C 2.9104 -1.1335 -1.3644
C 1.7681 -2.0894 -1.7735
N 0.6076 -1.3332 -2.2060
C -0.5891 -1.5701 -1.6044
O -0.7160 -2.3956 -0.7196
C -1.7682 -0.8091 -2.1187
C -2.5634 -0.1104 -1.2178
C -3.7000 0.5446 -1.6570
C -4.0641 0.4847 -2.9921
C -3.2940 -0.2395 -3.8871
C -2.1488 -0.8848 -3.4551
C 0.9119 -0.2032 -3.0486
C 1.8696 0.7674 -2.2978
C 2.2892 0.0398 1.3488
F 3.5177 -0.5366 1.3697
C 1.6893 0.2811 2.5578
H -2.0635 1.0031 5.9351
H -2.9833 2.4365 5.4541
H -1.3077 2.5889 6.0035
H -2.2036 1.1702 3.4450
H -1.4491 2.7679 3.5137
H -1.1098 1.7834 1.4161
H -0.0590 1.3269 -0.6861
H 3.4474 -1.5362 -0.5108
H 3.6239 -1.0113 -2.1843
H 2.0947 -2.7530 -2.5824
H 1.4429 -2.6983 -0.9272
H -2.2807 -0.0925 -0.1761
H -4.3092 1.0947 -0.9552
H -4.9545 0.9914 -3.3335
H -3.5875 -0.3050 -4.9244
H -1.5577 -1.4642 -4.1501
H 1.3932 -0.5713 -3.9620
H -0.0081 0.3093 -3.3255
H 1.3863 1.7182 -2.0801
H 2.7420 0.9784 -2.9260
H 2.1866 -0.0064 3.4714
*
```

---

A single C20H21FN2O2 molecule. Source: OMol25; level of theory: ωB97M-V/def2-TZVPD.

Frontier orbital gap, hartree: 0.3020
HOMO level, eV: -7.932
Structure (SMILES): O=C(CCC(=O)N1CCN(c2ccc(F)cc2)CC1)c1ccccc1

Geometry as ORCA input:
```
! RIJCOSX wB97M-V def2-TZVPD def2/J DEFGRID3
* xyz 0 1
O -0.2019 -0.7819 3.1910
C 0.9532 -0.4350 3.3186
C 2.0713 -1.2241 2.6554
C 2.7000 -0.3773 1.5331
C 1.6720 0.5754 0.9306
O 1.7515 1.7744 1.1335
N 0.6617 0.0454 0.2104
C 0.4718 -1.3275 -0.1858
C 0.2964 -1.3889 -1.7074
N -0.8163 -0.5610 -2.1179
C -1.5156 -0.8788 -3.2757
C -1.9756 -2.1876 -3.4668
C -2.7155 -2.5317 -4.5785
C -3.0163 -1.5587 -5.5143
F -3.7442 -1.8911 -6.6061
C -2.5889 -0.2557 -5.3544
C -1.8386 0.0780 -4.2425
C -0.6041 0.8201 -1.7438
C -0.4262 0.8948 -0.2264
C 1.3281 0.7969 4.0435
C 0.3481 1.7790 4.1913
C 0.6379 2.9729 4.8200
C 1.9090 3.1975 5.3228
C 2.8845 2.2216 5.1981
C 2.6015 1.0293 4.5597
H 2.8320 -1.5006 3.3856
H 1.6307 -2.1407 2.2604
H 3.4810 0.2632 1.9451
H 3.1481 -1.0167 0.7715
H 1.3259 -1.9393 0.0940
H -0.4268 -1.7183 0.3062
H 0.1336 -2.4200 -2.0160
H 1.2281 -1.0308 -2.1797
H -1.7703 -2.9435 -2.7249
H -3.0694 -3.5406 -4.7206
H -2.8329 0.4848 -6.0997
H -1.4917 1.0938 -4.1436
H -1.4804 1.4085 -2.0152
H 0.2850 1.2451 -2.2368
H -0.1978 1.9152 0.0843
H -1.3472 0.5589 0.2636
H -0.6347 1.5872 3.7877
H -0.1245 3.7315 4.9165
H 2.1408 4.1316 5.8130
H 3.8734 2.3939 5.5975
H 3.3725 0.2772 4.4868
*
```

---

A molecular structure, C20H21MoN5O6PS5. Source: OMol25; level of theory: ωB97M-V/def2-TZVPD.

Frontier orbital gap (spin up / spin down), hartree: 0.2162 / 0.2223
HOMO level (spin up / spin down), eV: -10.134 / -10.116

Geometry as ORCA input:
```
! RIJCOSX wB97M-V def2-TZVPD def2/J DEFGRID3
* xyz 1 1
Mo -0.1810 0.6929 -1.4289
S -2.5593 7.8132 -1.4381
C -2.0110 6.2845 -1.5099
S -2.9279 4.9594 -2.2067
C -1.7602 3.7030 -1.8804
C -0.6183 4.0869 -1.2588
S 0.5255 2.8899 -0.8932
S -0.4649 5.7829 -0.8498
S -1.9929 2.0499 -2.2187
O -1.8685 -0.5326 -1.8817
C -2.0765 -1.7481 -2.0252
C -1.1198 -2.7703 -1.7106
C -1.4622 -4.1212 -1.8856
C -0.5407 -5.0881 -1.5563
C 0.7285 -4.7631 -1.0599
C 1.0724 -3.4489 -0.8838
C 0.1604 -2.4110 -1.2054
O 0.5444 -1.1843 -1.0325
N -0.8946 -6.5023 -1.7257
O -0.0359 -7.3239 -1.4691
O -2.0164 -6.7469 -2.1312
H -3.0635 -2.0401 -2.4027
H -2.4332 -4.4014 -2.2660
H 1.4168 -5.5601 -0.8242
H 2.0476 -3.1726 -0.5089
C 0.1054 -0.3539 3.7968
N 0.6329 1.0227 3.3736
C -0.4185 2.0731 3.7636
N -1.6802 1.7633 3.2011
C -2.1112 0.4381 3.6281
N -1.1700 -0.6045 3.2385
C -1.1260 -0.7908 1.7876
P -0.5991 0.7414 0.9085
C 0.9213 1.0767 1.9072
C -1.7237 1.9292 1.7486
H 0.0533 -0.3335 4.8886
H 0.8444 -1.0867 3.4669
H 1.4997 1.2118 3.8800
H -0.0443 3.0387 3.4169
H -0.4714 2.0562 4.8558
H -3.0861 0.2213 3.1928
H -2.2053 0.4363 4.7172
H -2.1218 -1.0865 1.4423
H -0.4395 -1.6059 1.5380
H 1.2976 2.0776 1.6784
H 1.7184 0.3691 1.6572
H -2.7488 1.7832 1.3960
H -1.4316 2.9504 1.4822
O 0.8638 0.4916 -3.4383
C 1.9770 0.5629 -2.8864
C 3.3624 0.4002 -3.4382
C 4.2269 0.6088 -2.1854
C 3.2304 0.7339 -1.0312
O 3.4751 0.7938 0.1550
N 1.9681 0.7836 -1.5716
H 3.5425 1.1187 -4.2372
H 3.4607 -0.5974 -3.8692
H 4.8068 1.5324 -2.2258
H 4.9220 -0.2035 -1.9844
*
```

---

Relative energy (zero: lowest compared OMol25 entry of this formula, charge and spin) list, top to bottom, in kcal/mol: 18.6, 33.4, 32.8, 0.0
Maximum force list, top to bottom, in eV/A: 2.26, 0.66, 0.70, 0.64
Energy list, top to bottom, in Eh: -4174.33679, -1134.59244, -1134.59347, -3900.22401